24
Properties=species:S:1:pos:R:3 method="wB97M-V/def2-TZVPD" smiles=Cc1ccc(O)cc1.CC gap_ev=9.24 energy_ev=-11606.063 lumo_energy_ev=0.78
C -1.684 -2.990 0.947
C -1.547 -1.600 0.519
C -0.929 -0.586 1.213
C -0.932 0.757 0.791
C -1.521 1.120 -0.413
O -1.328 2.392 -0.843
C -2.265 0.159 -1.099
C -2.191 -1.155 -0.648
H -2.529 -3.485 0.523
H -1.761 -3.274 2.031
H -0.844 -3.724 0.891
H -0.193 -0.776 2.103
H -0.424 1.489 1.336
H -1.122 3.008 -0.123
H -2.900 0.362 -1.948
H -2.824 -1.974 -1.003
C 3.061 1.045 -1.224
C 3.216 1.427 0.227
H 2.012 0.961 -1.473
H 3.307 1.886 -1.894
H 3.573 0.125 -1.654
H 4.359 1.686 0.382
H 2.717 2.381 0.502
H 2.749 0.765 0.859